[1]
95
Properties=species:S:1:pos:R:3 method="wB97M-V/def2-TZVPD" multiplicity=2 charge=-1 energy_ev=-115643.54599
V 0.88 -0.44 -0.52
O 2.09 3.56 0.70
C 1.35 2.58 0.66
N 1.65 1.42 0.03
C 2.94 1.39 -0.60
C 3.58 2.47 -1.21
C 4.84 2.31 -1.77
C 5.48 1.08 -1.74
C 4.84 -0.01 -1.19
C 3.57 0.14 -0.65
N 2.74 -0.94 -0.26
C 3.15 -2.23 -0.22
O 4.28 -2.69 -0.16
C 1.96 -3.17 -0.19
C 2.16 -4.53 -0.02
C 1.05 -5.34 0.07
C -0.21 -4.77 0.01
C -0.32 -3.40 -0.16
N 0.75 -2.62 -0.28
C 0.05 2.77 1.46
C -0.07 4.03 2.06
C -1.14 4.29 2.88
C -2.07 3.28 3.11
C -1.88 2.08 2.45
N -0.86 1.83 1.63
H 3.09 3.43 -1.25
H 5.31 3.16 -2.25
H 6.46 0.97 -2.18
H 5.29 -0.99 -1.21
H 3.17 -4.89 0.04
H 1.16 -6.41 0.19
H -1.11 -5.37 0.08
H -1.29 -2.93 -0.20
H 0.69 4.77 1.86
H -1.25 5.26 3.36
H -2.92 3.42 3.76
H -2.61 1.29 2.58
C 3.67 -0.56 3.43
C 2.34 -0.01 2.91
C 1.73 1.00 3.88
C 1.41 -1.18 2.58
C 0.70 -1.80 3.79
O -0.70 -1.64 3.50
C -0.80 -1.13 2.25
N 0.29 -0.83 1.67
C -2.22 -1.07 1.77
C -3.16 -1.58 2.67
C -4.52 -1.56 2.39
C -4.96 -1.03 1.19
C -4.03 -0.55 0.28
C -2.66 -0.55 0.54
P -1.54 0.03 -0.79
C -2.22 -0.79 -2.29
C -3.33 -0.25 -2.96
C -3.84 -0.87 -4.08
C -3.24 -2.03 -4.57
C -2.12 -2.54 -3.95
C -1.60 -1.92 -2.82
C -1.98 1.76 -1.15
C -3.00 2.46 -0.51
C -3.26 3.78 -0.84
C -2.51 4.41 -1.83
C -1.52 3.71 -2.49
C -1.25 2.39 -2.16
H 4.34 0.26 3.71
H 4.17 -1.16 2.67
H 3.52 -1.18 4.33
H 2.54 0.49 1.97
H 1.82 0.66 4.92
H 0.68 1.18 3.68
H 2.25 1.95 3.81
H 2.01 -1.94 2.07
H 0.90 -1.29 4.73
H 0.90 -2.87 3.91
H -2.83 -1.98 3.61
H -5.22 -1.95 3.12
H -6.02 -1.01 0.95
H -4.38 -0.18 -0.67
H -3.77 0.68 -2.62
H -4.68 -0.43 -4.60
H -3.63 -2.50 -5.47
H -1.60 -3.39 -4.36
H -0.65 -2.26 -2.45
H -3.58 1.99 0.27
H -4.05 4.32 -0.32
H -2.71 5.44 -2.08
H -0.93 4.18 -3.27
H -0.48 1.86 -2.71
F -0.61 0.25 -4.89
Te 1.15 -0.63 -4.27
F 1.65 -0.84 -6.12
F 1.62 1.21 -4.34
F 1.32 -2.65 -2.92
F 3.03 -0.73 -3.86
O 0.78 0.06 -2.07

=====

[2]
102
Properties=species:S:1:pos:R:3 method="wB97M-V/def2-TZVPD" multiplicity=2 charge=-2 energy_ev=-303158.73681
Pd -0.32 -1.17 -0.16
Se -0.07 -5.05 -1.64
Se -1.94 -5.92 -2.45
Te -2.70 -2.66 -3.20
Se -0.50 -2.56 -1.97
O -2.41 -1.77 0.40
P -3.82 -1.34 0.70
N -4.16 0.05 -0.10
C -5.39 0.90 0.12
C -5.08 2.13 -0.77
C -4.08 1.66 -1.84
C -3.37 0.47 -1.23
N -4.81 -2.59 0.29
C -6.20 -2.59 -0.29
C -6.30 -3.85 -1.20
C -5.14 -4.79 -0.67
C -4.29 -3.95 0.31
N -4.16 -1.05 2.32
C -5.30 -1.53 3.11
C -5.06 -1.05 4.56
C -3.85 -0.07 4.49
C -3.20 -0.29 3.14
H -5.54 1.10 1.18
H -6.34 0.41 -0.20
H -4.55 2.88 -0.15
H -6.01 2.59 -1.23
H -3.37 2.41 -2.16
H -4.60 1.36 -2.75
H -2.32 0.77 -0.93
H -3.27 -0.30 -2.00
H -6.46 -1.70 -0.82
H -6.92 -2.63 0.52
H -6.20 -3.57 -2.25
H -7.28 -4.32 -1.09
H -4.46 -5.24 -1.42
H -5.57 -5.67 -0.14
H -3.21 -4.00 0.05
H -4.31 -4.37 1.37
H -5.38 -2.64 2.97
H -6.23 -1.07 2.71
H -4.77 -1.96 5.13
H -5.98 -0.59 4.96
H -3.14 -0.29 5.29
H -4.12 0.99 4.71
H -2.23 -0.83 3.22
H -2.99 0.62 2.58
F -0.06 -0.21 1.79
Sb 0.51 0.64 3.79
F -0.53 -0.88 4.42
F 2.32 -0.27 3.82
F 0.91 1.51 5.57
F -1.11 1.77 3.38
F 3.55 3.14 0.39
C 2.97 0.50 0.48
P 1.74 0.03 -0.76
C 2.62 -0.94 -1.89
C 3.72 -1.77 -1.60
C 4.13 -2.70 -2.55
C 3.60 -2.74 -3.83
C 2.71 -1.70 -4.21
C 2.12 -0.90 -3.23
C 1.01 1.59 -1.32
C 0.11 2.30 -0.50
C -0.23 3.62 -0.86
C 0.23 4.24 -2.00
C 1.13 3.50 -2.80
C 1.52 2.21 -2.45
P 4.28 1.73 0.21
C 5.11 1.89 -1.39
C 4.83 3.04 -2.25
C 5.62 3.29 -3.36
C 6.84 2.62 -3.57
C 7.13 1.57 -2.75
C 6.22 1.10 -1.76
C 5.26 1.47 1.68
C 5.16 0.36 2.63
C 5.97 0.42 3.78
C 6.81 1.54 4.03
C 6.93 2.56 3.08
C 6.11 2.58 1.94
H 3.47 -0.38 0.85
H 2.45 0.88 1.37
H 4.19 -1.74 -0.64
H 4.87 -3.45 -2.30
H 4.02 -3.43 -4.54
H 2.50 -1.53 -5.27
H 1.29 -0.31 -3.52
H -0.30 1.88 0.40
H -0.98 4.07 -0.21
H -0.01 5.25 -2.24
H 1.66 3.95 -3.64
H 2.26 1.72 -3.09
H 3.92 3.62 -2.08
H 5.27 4.01 -4.10
H 7.52 2.95 -4.33
H 8.03 0.96 -2.89
H 6.43 0.14 -1.34
H 4.36 -0.37 2.53
H 5.96 -0.49 4.37
H 7.43 1.54 4.93
H 7.68 3.33 3.24
H 6.14 3.39 1.15

=====

[3]
20
Properties=species:S:1:pos:R:3 method="wB97M-V/def2-TZVPD" multiplicity=3 charge=0 energy_ev=-17367.02883
C -0.17 2.07 1.78
C -1.32 1.37 1.66
C 0.85 1.92 0.82
C -1.61 0.46 0.62
C 0.59 0.95 -0.19
C -0.66 0.10 -0.32
C 1.46 0.61 -1.28
C 0.83 -0.32 -2.07
C -0.50 -0.68 -1.43
Si 0.25 -2.94 0.01
H -0.04 2.85 2.48
H -2.03 1.38 2.60
H 1.82 2.39 0.65
H -2.62 0.05 0.68
H 2.42 1.15 -1.37
H 1.04 -0.85 -2.96
H -1.23 -1.11 -2.03
H 1.62 -2.96 -0.59
H -0.72 -4.03 -0.55
H 0.03 -2.40 1.49

=====

[4]
93
Properties=species:S:1:pos:R:3 method="wB97M-V/def2-TZVPD" multiplicity=3 charge=+2 energy_ev=-145062.19492
C 2.64 4.91 -1.44
C 1.49 4.33 -2.02
C 1.56 4.13 -3.41
C 2.82 4.12 -4.05
N 3.94 4.46 -3.42
C 3.85 4.89 -2.15
C 0.36 3.91 -1.24
C -0.59 3.60 -0.53
C -1.80 2.98 -0.03
C -1.85 1.63 0.48
C -3.06 0.94 0.62
C -4.21 1.61 0.19
C -4.25 3.00 -0.05
C -3.02 3.66 -0.20
Pd -0.74 -0.81 -0.02
P 1.51 -0.58 -0.60
H 0.70 4.01 -4.06
H 2.66 5.41 -0.48
H 2.88 3.84 -5.11
H 4.78 5.24 -1.68
H -3.01 4.72 -0.52
H -0.88 1.15 0.74
H -5.21 3.51 -0.14
H -3.15 -0.11 0.95
C 2.42 -2.14 -0.43
C 3.66 -2.37 -1.29
H 1.70 -2.95 -0.64
H 2.69 -2.22 0.63
H 3.98 -3.41 -1.13
H 3.46 -2.26 -2.36
H 4.51 -1.73 -1.02
C 1.56 0.02 -2.33
C 2.92 0.48 -2.84
H 0.86 0.86 -2.35
H 1.15 -0.79 -2.96
H 2.80 0.77 -3.90
H 3.29 1.37 -2.31
H 3.70 -0.30 -2.79
C 2.47 0.76 0.24
C 3.98 0.53 0.30
H 2.06 0.87 1.26
H 2.22 1.68 -0.32
H 4.43 1.31 0.92
H 4.23 -0.45 0.75
H 4.47 0.58 -0.69
Br -5.82 0.54 -0.06
P -1.96 -1.65 -1.82
C -0.82 -2.48 -3.00
C -1.38 -3.70 -3.71
H 0.07 -2.73 -2.39
H -0.50 -1.70 -3.72
H -0.60 -4.11 -4.37
H -1.65 -4.49 -3.00
H -2.25 -3.46 -4.33
C -3.18 -2.84 -1.15
C -4.39 -3.17 -2.01
H -3.48 -2.37 -0.21
H -2.60 -3.74 -0.91
H -5.01 -3.87 -1.45
H -5.00 -2.28 -2.21
H -4.12 -3.65 -2.96
C -2.83 -0.28 -2.68
C -3.29 -0.59 -4.10
H -2.09 0.54 -2.65
H -3.66 0.02 -2.03
H -3.81 0.29 -4.50
H -2.45 -0.80 -4.77
H -3.99 -1.44 -4.13
N -0.47 -1.14 2.00
S 0.88 -1.01 2.92
C 0.63 0.60 3.66
C -0.58 1.27 3.49
C -0.75 2.54 4.05
C 0.27 3.11 4.81
C 1.50 2.44 4.94
C 1.69 1.19 4.35
C 0.47 -2.22 4.21
C 0.76 -1.97 5.56
C 0.36 -2.90 6.54
C -0.19 -4.13 6.15
C -0.41 -4.40 4.79
C -0.14 -3.41 3.83
H -1.26 -1.19 2.66
H -1.38 0.84 2.91
H -1.70 3.05 3.89
H 0.11 4.08 5.29
H 2.31 2.89 5.52
H 2.64 0.68 4.42
H 1.28 -1.06 5.85
H 0.48 -2.67 7.59
H -0.44 -4.89 6.90
H -0.79 -5.38 4.48
H -0.43 -3.56 2.79

=====

[5]
11
Properties=species:S:1:pos:R:3 method="wB97M-V/def2-TZVPD" charge=+2 energy_ev=-15464.86106
C 0.26 0.51 0.39
C -0.39 -0.27 -0.49
O 1.33 1.25 0.07
H -0.05 0.52 1.45
H -0.23 -0.27 -1.57
Li 3.54 1.80 1.23
Cs 1.07 4.07 -2.09
O 0.21 -2.27 0.04
C -0.94 -2.55 0.31
O -1.91 -1.04 -0.42
Mg -2.89 -1.74 1.08

=====

[6]
12
Properties=species:S:1:pos:R:3 method="wB97M-V/def2-TZVPD" charge=+1 energy_ev=-44002.57012
In -21.11 -14.08 20.05
O -19.03 -17.32 22.80
H -18.47 -16.67 23.27
N -23.14 -9.12 20.86
S -24.46 -8.62 21.75
O -25.64 -8.15 21.07
O -24.18 -8.08 23.04
F -24.75 -10.21 22.10
S -22.85 -7.68 20.45
O -22.16 -6.92 21.47
O -23.54 -7.02 19.38
F -21.54 -8.20 19.52